No. 1
Here is a 2-piece molecular cluster, H4O2 overall at a distorted geometry from the Open Molecules 2025 dataset. Energies are from ωB97M-V with the def2-TZVPD basis set.

```
6
Properties=species:S:1:pos:R:3:lowdin_charge:R:1
O -0.49148 0.51614 1.41842 0.3075
H -0.17573 1.52004 1.20171 0.2352
O -0.02208 -0.30206 -0.98238 0.0109
H 0.98011 -0.33883 -0.90692 0.1388
H -0.28558 -0.09000 0.42733 0.1449
H -0.00524 -1.30529 -1.15816 0.1627
```

## Properties
**Gap between HOMO and LUMO (spin up / spin down)**: 0.534 / 0.320 Eh
**F_max**: 4.061 eV/Å
**Relative energy (zero: lowest compared OMol25 entry of this formula, charge and spin)**: 79.8 kJ/mol
**Lowest unoccupied orbital energy (spin up / spin down)**: -5.00 / -10.64 eV
**Spin multiplicity**: 2
**Net charge**: +1

No. 2
Here is a 2-piece molecular cluster, CF3NO overall at a distorted geometry from the Open Molecules 2025 dataset. Energies are from ωB97M-V with the def2-TZVPD basis set.

```
6
Properties=species:S:1:pos:R:3:lowdin_charge:R:1
C -1.24490 -0.12646 -0.00390 -0.3456
N 1.21792 -0.03753 -0.44854 0.0179
O -1.98885 -1.01874 0.08198 0.1794
F -1.30117 1.11315 -0.02225 0.1996
F 1.65207 -1.02863 0.40740 -0.0572
F 1.66492 1.09820 -0.01469 0.0058
```

## Properties
**Gap between HOMO and LUMO (spin up / spin down)**: 0.317 / 0.375 Eh
**F_max**: 4.370 eV/Å
**Relative energy (zero: lowest compared OMol25 entry of this formula, charge and spin)**: 260.4 kJ/mol
**Lowest unoccupied orbital energy (spin up / spin down)**: -0.65 / -0.55 eV
**Spin multiplicity**: 1
**Net charge**: 0

No. 3
Here is C6H15AlN2O11P2 as an isolated structure at a distorted geometry from the Open Molecules 2025 dataset. Energies are from ωB97M-V with the def2-TZVPD basis set.

```
37
Properties=species:S:1:pos:R:3:lowdin_charge:R:1
Al 0.89656 -2.02423 1.82433 0.8025
O -2.05621 -5.61178 2.09208 -0.6911
H -2.50244 -5.95758 1.29469 -0.2568
P 5.80561 -2.92263 4.50799 -0.0228
O 5.34647 -1.93620 3.35719 -0.3636
O 6.89611 -3.96767 4.05970 -0.4692
O 4.54714 -3.81271 4.22817 -0.2307
O 5.69168 -2.64418 6.06949 -0.4938
P -1.49941 -1.95794 6.65247 -0.0483
O -2.84904 -2.75083 6.51327 -0.3194
O -0.80928 -1.95066 8.07274 -0.3855
O -1.22167 -0.86874 5.56619 -0.4630
O -0.61522 -3.07944 6.05721 -0.1487
C 2.36809 -1.87724 -4.78020 -0.4047
O 1.60791 -1.67351 -3.85764 -0.0016
N 2.17321 -1.44036 -6.01408 -0.2034
C 3.03722 -1.85857 -7.10447 -0.3103
C 0.89350 -0.83994 -6.35499 -0.1323
H 3.26881 -2.45791 -4.52777 0.1303
H 2.88704 -1.11083 -7.88321 0.0241
H 2.72890 -2.82575 -7.50149 0.0297
H 4.07309 -2.08397 -6.85093 0.0467
H 0.49313 -1.33667 -7.23875 0.0503
H 0.11473 -0.89438 -5.59427 0.0797
H 1.15645 0.20206 -6.53720 0.0673
C -3.04040 3.38014 1.44435 -0.3657
O -1.99885 2.92293 1.06222 0.0539
N -3.43880 4.62975 1.22147 -0.2331
C -4.78955 4.99734 1.39580 -0.1759
C -2.61660 5.61398 0.67547 -0.1429
H -3.81028 2.94417 2.09964 0.1381
H -5.35914 4.37450 2.08554 0.0780
H -5.34490 5.01741 0.45810 0.0657
H -4.82867 6.00510 1.80931 0.0607
H -2.05043 5.22853 -0.17246 0.0903
H -3.09402 6.53945 0.35348 0.0561
H -2.06074 6.02836 1.51655 0.0896
```

## Properties
**Gap between HOMO and LUMO**: 0.040 Eh
**F_max**: 3.740 eV/Å
**Relative energy (zero: lowest compared OMol25 entry of this formula, charge and spin)**: 292.6 kJ/mol
**Lowest unoccupied orbital energy**: 5.88 eV
**Spin multiplicity**: 1
**Net charge**: -4

No. 4
Here is a 2-piece molecular cluster, C5H16NOSi overall at a distorted geometry from the Open Molecules 2025 dataset. Energies are from ωB97M-V with the def2-TZVPD basis set.

```
24
Properties=species:S:1:pos:R:3:lowdin_charge:R:1
C -2.11744 0.37798 2.43774 -0.0393
C -0.56232 -1.37901 1.69231 -0.0483
C -1.01395 0.06313 -1.79507 0.0558
C -1.42591 -0.21501 1.15567 -0.3117
C -0.54391 0.77903 0.40621 -0.2663
N 0.64311 1.36989 1.08108 0.2462
O -0.35811 0.78316 -0.89069 -0.0160
Si 3.13456 -0.26879 -3.60440 0.5927
H -2.62618 -0.39976 3.03393 0.0997
H -1.32997 0.78907 2.97093 0.0324
H -2.97072 1.10093 2.21523 0.1156
H -1.13356 -2.18422 2.06279 0.0836
H 0.10230 -1.07202 2.49901 0.0880
H 0.06913 -1.75307 0.96946 0.0582
H -1.37759 -0.97364 -1.66395 0.1141
H -0.86853 0.39235 -2.73585 0.0374
H 1.66714 -0.23455 -3.11890 -0.1422
H -2.18461 -0.58418 0.50073 0.1251
H 1.04396 2.24325 0.57311 0.2317
H 0.31526 1.59154 2.02931 0.1546
H 1.31540 0.56671 1.29503 0.1931
H 3.72109 -0.74376 -2.42678 -0.1706
H 3.33368 1.10557 -4.01677 -0.1337
H 3.16719 -1.35460 -4.67013 -0.1001
```

## Properties
**Gap between HOMO and LUMO (spin up / spin down)**: 0.310 / 0.297 Eh
**F_max**: 3.414 eV/Å
**Relative energy (zero: lowest compared OMol25 entry of this formula, charge and spin)**: 611.7 kJ/mol
**Lowest unoccupied orbital energy (spin up / spin down)**: -3.66 / -3.91 eV
**Spin multiplicity**: 1
**Net charge**: +1

No. 5
Here is C28H29N5ORuSSi as an isolated structure from the Open Molecules 2025 dataset. Energies are from ωB97M-V with the def2-TZVPD basis set.

```
66
Properties=species:S:1:pos:R:3:lowdin_charge:R:1
Ru 0.57440 -0.38060 -0.25165 1.1460
N 3.79660 2.22583 -1.39006 0.1331
C 2.63072 1.63435 -1.12703 -0.7835
S 2.65308 -0.14201 -1.03343 0.7301
N 1.54994 2.34844 -1.01788 0.0261
N 0.44474 1.57435 -0.75272 -0.1189
C -0.72963 2.04130 -1.06213 -0.1602
C -0.98639 3.38078 -1.60041 -0.1926
C -0.47571 4.50916 -0.95604 -0.0228
C -0.76349 5.76971 -1.44772 -0.0446
C -1.52738 5.91150 -2.59909 -0.0413
C -2.01815 4.79192 -3.25758 -0.0466
C -1.76310 3.52878 -2.75239 -0.0325
C -1.84617 1.09541 -0.80925 -0.1993
C -3.17600 1.46114 -0.80979 0.0396
C -4.14173 0.49750 -0.52974 0.0156
C -3.75286 -0.80275 -0.26429 0.0012
C -2.40080 -1.10356 -0.27087 -0.0657
N -1.47636 -0.17680 -0.52142 -0.0148
H 4.63940 1.69299 -1.51590 0.1073
H 3.81929 3.22062 -1.55103 0.1302
H 0.13633 4.39838 -0.07152 0.1108
H -0.38356 6.64436 -0.93790 0.1176
H -1.73851 6.89908 -2.98650 0.1195
H -2.59960 4.90300 -4.16231 0.1182
H -2.14029 2.65687 -3.27328 0.1249
H -3.45319 2.48504 -1.01105 0.1343
H -5.18832 0.77089 -0.51928 0.1340
H -4.47273 -1.57886 -0.04858 0.1286
H -2.03919 -2.10240 -0.07093 0.1061
C 0.76781 0.43544 4.50616 -0.1727
Si 0.75272 0.86538 2.69840 0.5282
C -0.88599 1.67936 2.37169 -0.1485
C 2.23567 1.87466 2.24166 -0.1497
N 0.81349 -0.64430 1.54305 -0.1438
C 1.15619 -1.94594 1.94926 -0.2349
C 1.61292 -2.30445 3.22505 0.0036
C 1.93850 -3.61579 3.49935 -0.0322
C 1.82887 -4.59606 2.51671 -0.0137
C 1.38795 -4.27913 1.24096 0.0278
C 1.06318 -2.96442 0.99121 -0.1975
O 0.62612 -2.48865 -0.22325 -0.1787
C 0.33480 -3.35777 -1.31309 -0.2603
C -0.72641 -4.23525 -1.19065 -0.0281
C -1.02449 -5.04959 -2.27368 -0.0387
C -0.27141 -4.96552 -3.43808 -0.0449
C 0.78791 -4.07467 -3.52545 -0.0370
C 1.10800 -3.25526 -2.44937 -0.0017
H 0.47586 1.36343 5.00801 0.0564
H 1.74623 0.16576 4.90137 0.0455
H 0.03690 -0.32255 4.79019 0.0553
H -1.07705 2.36160 3.20406 0.0555
H -1.71203 0.96477 2.35048 0.0456
H -0.90044 2.27737 1.46692 0.0098
H 2.43366 2.57861 3.05374 0.0558
H 2.07856 2.45013 1.32990 0.0093
H 3.13035 1.26099 2.11679 0.0481
H 1.72933 -1.56092 3.99151 0.0739
H 2.29409 -3.88165 4.48461 0.1253
H 2.09872 -5.61825 2.74462 0.1282
H 1.31250 -5.02791 0.46588 0.1340
H -1.28732 -4.30607 -0.26696 0.1279
H -1.84353 -5.75228 -2.20463 0.1212
H -0.50879 -5.60310 -4.27831 0.1206
H 1.37769 -4.01846 -4.42995 0.1219
H 1.93807 -2.56385 -2.49632 0.0885
```

## Properties
**Gap between HOMO and LUMO**: 0.233 Eh
**F_max**: 0.393 eV/Å
**Lowest unoccupied orbital energy**: -7.72 eV
**Spin multiplicity**: 1
**Net charge**: +2

No. 6
Here is one molecule with the formula C23H30N2O7 at a distorted geometry from the Open Molecules 2025 dataset. Energies are from ωB97M-V with the def2-TZVPD basis set.

```
62
Properties=species:S:1:pos:R:3:lowdin_charge:R:1
C -4.91939 6.54083 1.09098 -0.0873
H -4.67376 6.03434 2.03027 0.0964
O -5.43335 5.64398 0.13742 -0.0758
C -4.65251 4.61769 -0.29339 -0.2675
C -5.22745 3.76810 -1.23909 -0.0031
C -4.50371 2.70930 -1.73377 -0.0105
C -3.19679 2.46051 -1.31767 -0.0979
C -2.62447 3.30676 -0.35340 -0.2017
C -3.35628 4.37810 0.14810 0.0448
H -2.91363 5.02486 0.88679 0.0915
O -1.36152 3.00944 0.06170 -0.0944
C -0.75592 3.79957 1.05508 -0.0732
H 0.22881 3.36212 1.21589 0.0960
H -1.31949 3.77236 1.99340 0.0991
H -0.63611 4.83814 0.72972 0.0989
C -2.47961 1.32967 -1.88240 -0.2144
N -3.12315 0.32691 -2.43992 0.1169
O -2.20173 -0.56411 -2.87199 0.0139
C -0.97048 -0.10510 -2.58549 -0.2586
C -1.07766 1.10027 -1.95843 0.0571
H -0.28979 1.73145 -1.61136 0.1200
C 0.21017 -0.94403 -2.92091 -0.0306
H 1.04931 -0.29146 -3.16864 0.1426
H -0.02768 -1.57164 -3.78142 0.1385
C 0.62590 -1.85525 -1.73909 -0.3425
C 0.78801 -0.93702 -0.52790 -0.4981
O 1.77666 -0.28415 -0.30986 0.1190
O -0.29799 -0.87726 0.23071 0.1445
H -0.15595 -0.30159 0.99863 0.1534
C 1.98348 -2.50950 -2.04766 -0.0795
H 2.76926 -1.78775 -1.82016 0.1212
C 2.16292 -3.77511 -1.18988 -0.1115
N 1.37639 -3.67502 0.01694 -0.0331
C 1.83986 -3.08405 1.15338 -0.5395
O 1.12346 -2.80816 2.09054 0.0866
O 3.16682 -2.91002 1.09942 0.0302
C 3.87492 -2.32665 2.21830 -0.5624
C 3.32458 -0.93742 2.53909 -0.0206
H 3.22510 -0.36235 1.62087 0.0744
H 2.34842 -1.02023 3.00876 0.0800
H 4.00213 -0.42193 3.21431 0.0885
C 3.78836 -3.25047 3.43280 -0.0161
H 4.36327 -2.83129 4.25392 0.0892
H 2.75286 -3.35835 3.74418 0.0793
H 4.18570 -4.23297 3.18637 0.0896
C 5.31701 -2.22292 1.71915 -0.0197
H 5.36160 -1.56305 0.85690 0.0881
H 5.68110 -3.20410 1.42524 0.0859
H 5.95535 -1.82818 2.50386 0.0872
C -0.05131 -3.74174 -0.21875 -0.1136
H -0.34525 -4.79062 -0.33600 0.1284
C -0.42378 -2.93959 -1.47760 -0.0830
H -1.41002 -2.49628 -1.35187 0.1226
H -0.45699 -3.59422 -2.35063 0.1296
H -0.54423 -3.33852 0.66683 0.1206
H 1.80913 -4.65802 -1.73036 0.1292
H 3.20932 -3.92149 -0.92759 0.1261
H 2.04586 -2.76687 -3.10538 0.1234
H -4.93317 2.04107 -2.46243 0.1148
H -6.23562 3.96398 -1.56459 0.1168
H -4.03404 7.06503 0.71605 0.0965
H -5.71294 7.26403 1.27209 0.0937
```

## Properties
**SMILES**: COc1ccc(-c2cc(CC3(C(=O)O)CCN(C(=O)OC(C)(C)C)CC3)on2)c(OC)c1
**Gap between HOMO and LUMO**: 0.317 Eh
**F_max**: 1.186 eV/Å
**Relative energy (zero: lowest compared OMol25 entry of this formula, charge and spin)**: 17.6 kJ/mol
**Lowest unoccupied orbital energy**: 0.55 eV
**Spin multiplicity**: 1
**Net charge**: 0